(1)
The following is a quantum chemistry calculation of an isolated molecule of CH3NO2S, from OMol25.

The geometry in ORCA input format:
```
! wB97M-V def2-TZVPD RIJCOSX def2/J DEFGRID3
* xyz 0 1
O 1.390 0.094 1.393
N 0.444 0.675 0.879
O -0.090 1.661 1.324
C -0.180 0.146 -0.586
S 0.258 -1.574 -0.811
H -1.211 0.433 -0.445
H 0.409 0.562 -1.451
H -1.018 -1.997 -0.302
*
```

Summary:
- Frontier orbital gap: 0.37971 Eh
- Structure (SMILES): O=[N+]([O-])CS
- DFT total energy: -17502.29463 eV
- ΔE to the lowest compared entry with this formula, charge and spin: 73.23 kcal/mol

=====

(2)
The following is a quantum chemistry calculation of a structure of composition C41H41N6O4Tc, from OMol25.

The geometry in ORCA input format:
```
! wB97M-V def2-TZVPD RIJCOSX def2/J DEFGRID3
* xyz 3 4
Tc 0.570 -0.374 0.052
C 5.717 4.715 -0.146
C 4.626 3.732 0.067
C 4.240 3.530 1.439
C 3.335 2.564 1.852
C 2.941 2.569 3.214
N 2.272 1.586 3.634
C 1.831 1.463 5.100
C 1.434 0.011 5.153
C 0.345 -0.308 4.218
N -0.967 -0.337 4.833
C -1.947 0.362 4.333
C -2.042 1.070 3.042
C -3.079 2.065 3.223
C -3.386 3.020 2.325
C -4.324 4.121 2.583
C -2.686 2.910 1.104
C -1.680 1.988 0.864
C -1.110 2.127 -0.445
N -0.560 1.104 -1.038
C -0.588 1.202 -2.464
C 0.114 -2.243 -2.440
C 2.387 -1.125 -2.462
N 2.128 -0.117 -1.372
C 2.908 0.877 -1.522
C 3.182 1.814 -0.519
C 4.092 2.847 -0.821
C 2.686 1.735 0.837
O 1.747 0.891 1.177
C -1.463 0.879 1.810
O -0.790 -0.218 1.501
H 6.649 4.245 -0.448
H 5.909 5.235 0.822
H 5.488 5.487 -0.965
H 4.744 4.181 2.171
H 3.257 3.256 4.000
H 1.882 0.897 3.056
H 0.967 2.159 5.200
H 2.595 1.760 5.886
H 1.180 -0.343 6.150
H 2.387 -0.486 4.944
H 0.436 -1.278 3.746
H 0.276 0.467 3.417
H -0.988 -0.751 5.755
H -2.841 0.351 4.928
H -3.555 2.180 4.180
H -3.785 5.037 2.402
H -4.632 4.078 3.628
H -5.197 3.993 1.920
H -3.006 3.484 0.296
H -1.549 2.918 -1.070
H 0.202 0.703 -2.934
H -0.455 2.250 -2.769
H -0.576 -2.782 -3.110
H 1.110 -1.569 -4.153
H 2.856 -0.666 -3.325
H 2.912 -1.997 -2.133
H 3.524 0.941 -2.423
H 4.219 2.823 -1.886
C -0.620 0.747 -6.378
O -0.658 0.756 -4.945
C -1.838 0.225 -4.314
C -2.809 -0.609 -4.830
C -3.879 -0.904 -3.984
C -4.051 -0.577 -2.635
C -2.973 0.316 -2.146
C -1.882 0.641 -2.955
N 1.119 -1.626 -3.118
N -0.032 -1.997 -1.158
C -0.076 -3.147 -0.310
C 0.798 -3.218 0.654
O 1.263 -1.961 1.079
C 1.002 -4.480 1.305
C 0.569 -5.653 0.827
C -0.388 -5.579 -0.267
C -1.025 -6.705 -0.771
C -2.024 -6.676 -1.588
C -2.560 -5.402 -2.037
C -2.002 -4.299 -1.549
C -0.831 -4.356 -0.732
H -1.548 1.010 -6.891
H -0.363 -0.320 -6.702
H 0.242 1.331 -6.713
H -2.617 -1.066 -5.776
H -4.558 -1.686 -4.416
H -4.899 -1.058 -2.035
H -2.988 0.470 -1.018
H 1.698 -4.618 2.134
H 0.896 -6.580 1.308
H -0.768 -7.746 -0.466
H -2.264 -7.672 -1.928
H -3.443 -5.268 -2.610
H -2.437 -3.325 -1.451
*
```

Summary:
- Frontier orbital gap (spin up / spin down): 0.23516 / 0.20098 Eh
- DFT total energy: -62484.04503 eV
- Expectation value of S²: 3.77

=====

(3)
The following is a quantum chemistry calculation of a structure of composition C3H8N2S, from OMol25.

The geometry in ORCA input format:
```
! wB97M-V def2-TZVPD RIJCOSX def2/J DEFGRID3
* xyz 0 1
C 0.774 1.541 0.457
C -0.422 -0.007 -1.467
C 0.007 -0.618 1.010
H 1.865 1.372 1.011
H 0.003 2.021 1.271
H 0.637 2.348 -0.672
H -0.176 -0.990 -2.267
H -1.683 0.136 -1.334
H 0.031 0.957 -2.065
H -0.381 -2.498 1.359
H -0.302 -2.390 -0.301
N 0.264 0.163 -0.080
N -0.654 -1.917 0.570
S 0.037 -0.116 2.507
*
```

Summary:
- Frontier orbital gap: 0.33271 Eh
- DFT total energy: -17052.26242 eV
- ΔE to the lowest compared entry with this formula, charge and spin: 103.03 kcal/mol

=====

Question: Which value of DFT total energy does entry 3 give?
Answer: -17052.26242 eV

=====

Question: Which formula does entry 3 have?
Answer: C3H8N2S

=====

Question: DFT total energy of number 1 (CH3NO2S)?
Answer: -17502.29463 eV